# 1
Density functional theory data (ωB97M-V/def2-TZVPD) for a molecular structure, C25H49N8NiO4PSi2Te in a non-equilibrium geometry.

The geometry in ORCA input format:
```
! wB97M-V def2-TZVPD RIJCOSX def2/J DEFGRID3
* xyz 2 3
Ni -0.3083 -0.0060 1.5354
N -1.5305 2.5807 4.5939
C -1.7089 2.2362 3.3422
N -0.9200 1.2461 3.0211
C -0.3737 0.8449 4.1736
N -0.6411 1.6259 5.1981
C 0.5262 -0.2445 4.2852
C 1.2246 -0.4801 5.4704
N 2.1589 -1.4145 5.5853
C 2.3391 -2.1861 4.4977
C 1.7510 -1.9611 3.2788
N 0.8402 -0.9462 3.1782
H -2.0111 3.3135 5.1359
H -2.4341 2.5506 2.6135
H 1.0784 0.2248 6.2835
H 3.1261 -2.9467 4.5439
H 1.8808 -2.5175 2.3592
C -0.5462 -5.0434 -0.2956
N -1.2421 -4.0147 0.4232
C -2.5774 -4.2297 0.6673
C -3.2708 -3.1939 1.2429
C -2.5585 -2.0197 1.6236
N -1.2357 -1.8358 1.3619
C -0.5081 -2.9078 0.9056
O 0.7300 -2.9063 0.7845
N -3.2205 -1.1534 2.3550
H 0.4999 -4.7404 -0.4190
H -0.9806 -5.2059 -1.3084
H -0.5227 -6.0259 0.1802
H -2.9796 -5.1463 0.2278
H -4.2798 -3.3916 1.6741
H -4.0924 -1.4599 2.8542
H -2.8754 -0.3528 2.8861
C -5.3049 -0.0120 -2.2049
Si -3.9710 -1.0015 -3.0360
C -3.8446 -0.3421 -4.8591
C -4.2965 -2.8660 -3.1880
C -2.1892 -0.8188 -2.1649
Te -1.2808 0.7036 -0.7562
C -0.0202 1.7487 -2.1528
Si 0.6933 1.0936 -3.8520
C 1.3064 -0.7192 -3.5649
C -0.5722 1.4384 -5.1950
C 2.2132 2.0179 -4.1785
H -5.2208 -0.2059 -1.1617
H -6.3240 -0.3896 -2.4785
H -5.1879 1.0736 -2.3630
H -4.7873 -0.3882 -5.3445
H -3.1204 -0.9021 -5.5172
H -3.4444 0.6718 -4.8432
H -4.9663 -3.1537 -3.9750
H -4.6650 -3.1131 -2.1991
H -3.3956 -3.4186 -3.2976
H -1.2813 -0.9419 -2.7368
H -2.1221 -1.5511 -1.3387
H 0.8366 2.1782 -1.6653
H -0.6408 2.6768 -2.4171
H 2.3557 -0.8657 -3.9403
H 0.5656 -1.4357 -4.0469
H 1.3121 -0.8145 -2.4574
H -1.2002 0.5508 -5.3739
H -0.1004 1.7935 -6.1811
H -1.3012 2.2973 -4.9757
H 2.5138 2.0218 -5.2281
H 3.0112 1.5330 -3.6121
H 2.1381 3.1151 -3.9575
C 4.7571 -0.4619 -0.8102
C 3.6711 -0.4826 0.2585
O 2.8268 0.7284 0.0614
P 1.8869 1.2761 1.2567
O 1.6276 2.8430 0.9562
C 2.2997 3.6428 -0.0410
C 1.5442 4.9242 -0.3184
O 3.1318 1.4541 2.4122
C 3.1253 2.5462 3.3481
C 3.4412 2.0495 4.7913
H 5.1470 -1.5157 -0.8362
H 5.6452 0.1705 -0.7279
H 4.3183 -0.2868 -1.7763
H 4.0137 -0.4619 1.3102
H 3.0886 -1.3573 0.1246
H 2.4134 3.0035 -0.9099
H 3.3020 3.7792 0.2724
H 0.4331 4.7808 -0.2732
H 1.9608 5.2357 -1.3131
H 1.6717 5.7326 0.4169
H 2.1435 3.1063 3.2749
H 3.9731 3.1885 3.0467
H 3.9929 2.7796 5.4304
H 4.0478 1.1539 4.7028
H 2.4906 1.9046 5.3466
*
```

Orbital gap (spin up / spin down), eV: 7.61 / 7.43
E, Eh: -4417.2600
HOMO (spin up / spin down), eV: -13.31 / -13.48

***

# 2
Density functional theory data (ωB97M-V/def2-TZVPD) for a molecular structure, C35H37IP2Pb in a non-equilibrium geometry.

The geometry in ORCA input format:
```
! wB97M-V def2-TZVPD RIJCOSX def2/J DEFGRID3
* xyz 0 1
Pb -0.1194 1.3585 -2.2078
C 5.8228 0.2018 4.6006
C 4.8823 -0.5464 4.0152
C 3.4919 -0.8490 4.5265
C 2.3704 0.1415 4.1020
C 2.6736 1.5993 4.3008
C 3.4799 2.1225 5.2278
C 4.2511 1.3654 6.2693
C 5.6905 0.9398 5.8990
C 0.8040 2.5307 -0.5225
H 6.8269 0.2421 4.1643
H 5.1180 -1.0638 3.0751
H 3.4942 -0.9912 5.6151
H 3.1974 -1.8184 4.0961
H 2.1513 -0.0104 3.0368
H 1.4320 -0.1180 4.6272
H 2.0988 2.2602 3.6404
H 3.5699 3.2125 5.3130
H 3.6934 0.4838 6.5826
H 4.3289 2.0065 7.1543
H 6.3186 1.8397 5.8528
H 6.1100 0.3270 6.7118
H 1.7299 2.9659 -0.9316
H 1.0113 1.8758 0.3300
H 0.1121 3.3256 -0.2187
P -0.1811 -1.3043 -2.3999
P -2.7589 1.0991 -1.6959
C -1.6275 -1.5157 -1.3496
C -2.6627 -0.6353 -1.2297
C -0.3571 -2.3673 -3.8641
C -0.9434 -3.6233 -3.6439
C -1.0396 -4.5323 -4.6986
C -0.5550 -4.1809 -5.9642
C -0.0058 -2.9124 -6.1918
C 0.0873 -1.9913 -5.1480
C 1.2642 -1.9988 -1.5031
C 1.4185 -1.6391 -0.1461
C 2.6546 -1.7948 0.4798
C 3.7323 -2.3382 -0.2371
C 3.5311 -2.8392 -1.5344
C 2.2939 -2.6978 -2.1587
C -4.4399 1.1947 -2.4374
C -4.7066 0.3447 -3.5293
C -6.0126 0.2003 -3.9952
C -7.0540 0.9221 -3.3971
C -6.7830 1.8026 -2.3397
C -5.4741 1.9608 -1.8780
C -2.8876 1.9855 -0.0862
C -2.6952 3.3807 -0.0435
C -2.6607 4.0470 1.1833
C -2.7492 3.3154 2.3777
C -2.9882 1.9380 2.3380
C -3.0667 1.2757 1.1095
H -1.6860 -2.4934 -0.8432
H -3.6348 -0.9899 -0.8529
H -1.3199 -3.8776 -2.6534
H -1.4952 -5.5092 -4.5224
H -0.6173 -4.9057 -6.7785
H 0.3481 -2.6487 -7.1909
H 0.5026 -0.9941 -5.3119
H 0.5729 -1.2102 0.3949
H 2.7698 -1.4867 1.5247
H 4.7211 -2.3997 0.2183
H 4.3431 -3.3337 -2.0591
H 2.1134 -3.1115 -3.1501
H -3.8990 -0.2258 -3.9901
H -6.2259 -0.4807 -4.8224
H -8.0787 0.8006 -3.7570
H -7.5960 2.3613 -1.8746
H -5.2693 2.6608 -1.0669
H -2.5836 3.9353 -0.9794
H -2.5504 5.1279 1.2111
H -2.6316 3.8222 3.3354
H -3.1064 1.3732 3.2650
H -3.2762 0.2052 1.0754
I 0.7270 2.8831 -4.4491
*
```

Orbital gap (spin up / spin down), eV: 4.94 / 4.94
E, Eh: -2528.9876
HOMO (spin up / spin down), eV: -5.21 / -5.21

***

# 3
Density functional theory data (ωB97M-V/def2-TZVPD) for a molecular structure, CH4BBr in a non-equilibrium geometry.

The geometry in ORCA input format:
```
! wB97M-V def2-TZVPD RIJCOSX def2/J DEFGRID3
* xyz 0 1
B -0.3705 0.7869 -0.0436
C -0.1750 -0.7641 -0.0260
Br 2.0212 -0.1856 -0.1479
H -0.2111 1.3820 -0.9094
H -0.7117 1.3757 1.0488
H -0.3066 -1.4019 -0.7998
H -0.2464 -1.1931 0.8779
*
```

Orbital gap, eV: 9.81
E, Eh: -2639.2922
HOMO, eV: -10.60

***

# 4
Density functional theory data (ωB97M-V/def2-TZVPD) for a gas-phase ion, C4H7Cl2N4 (charge +1) in a non-equilibrium geometry.

The geometry in ORCA input format:
```
! wB97M-V def2-TZVPD RIJCOSX def2/J DEFGRID3
* xyz 1 1
N -1.6610 -0.2069 -0.4782
C -0.7359 0.6696 -0.0101
N -1.0126 1.1150 1.3841
C 0.4263 1.0050 -0.5979
Cl 1.4194 2.2013 0.2545
N 0.9839 0.4384 -1.7125
C 1.3424 -0.7746 -1.7068
N 0.9967 -1.6120 -0.6849
C 1.0376 -1.7017 0.5284
Cl 2.2870 -0.9051 1.4490
H -1.1852 -0.8493 -0.9755
H -2.4848 0.2121 -0.9016
H -1.4598 0.3881 1.9543
H -1.8050 1.7782 1.3247
H -0.1894 1.7936 1.6393
H 1.7650 -1.2819 -2.6786
H 0.2757 -2.2699 1.2119
*
```

Orbital gap, eV: 9.36
E, Eh: -1295.6911
HOMO, eV: -13.05
SMILES: N\C([NH3+])=C(Cl)/N=C\N=C/Cl

***

# 5
Density functional theory data (ωB97M-V/def2-TZVPD) for 3 unconnected molecules or ions with the total composition C56H25Br2F22NO8 in a non-equilibrium geometry.

The geometry in ORCA input format:
```
! wB97M-V def2-TZVPD RIJCOSX def2/J DEFGRID3
* xyz 0 1
O -1.5872 -4.1390 -2.8377
C -1.3722 -2.9956 -3.1691
C -0.5828 -2.5897 -4.3872
C -0.6968 -3.1916 -5.6003
C 0.0488 -2.6937 -6.6321
C 0.8735 -1.6391 -6.4755
C 0.9891 -1.0420 -5.2509
N 1.8728 0.0818 -4.9805
C 3.2686 -0.2813 -4.9983
O 3.9224 -0.3908 -3.9971
F 3.7754 -0.5254 -6.2059
C 1.6191 1.2134 -5.7568
O 2.4194 2.0603 -6.0710
F 0.3260 1.3239 -6.0858
C 0.2527 -1.5356 -4.2249
C 0.3165 -1.0132 -2.7973
O 1.3801 -1.0898 -2.2339
C -1.0486 -0.7147 -2.2235
C -1.8689 -1.7836 -2.4079
C -3.1525 -1.7854 -1.9658
C -3.6003 -0.6462 -1.3819
C -2.8342 0.4581 -1.2370
C -3.5226 1.6853 -0.6335
C -5.0317 1.8291 -0.8037
C -5.5195 2.3129 -2.1611
F -6.8699 2.1669 -2.1557
Br -4.8988 1.2810 -3.6916
C -5.2530 3.8518 -2.4026
F -5.1738 4.5216 -1.2558
F -6.3101 4.3341 -3.0576
Br -3.7021 4.3213 -3.4825
C -1.5069 0.4471 -1.6271
C -0.6736 1.6998 -1.4604
F -0.8786 2.4735 -2.5644
F -1.1154 2.4541 -0.4238
C 0.8552 1.6446 -1.2376
F 1.1309 0.6771 -0.3654
F 1.4747 1.5527 -2.4296
C 1.4485 2.9523 -0.6075
F 0.9148 4.0631 -1.1135
F 1.2645 2.8907 0.7106
C 3.0095 3.0197 -0.8170
F 3.5001 3.6314 0.2854
F 3.5740 1.8150 -0.8090
C 3.4880 3.9069 -2.0062
F 3.4130 5.1867 -1.5888
F 2.7525 3.7892 -3.1108
C 4.9720 3.6575 -2.3911
F 5.7368 3.4361 -1.3157
F 5.0033 2.5248 -3.1072
C 5.6697 4.7962 -3.1855
F 5.9287 5.8549 -2.4271
F 6.8745 4.2930 -3.5282
C 5.0139 5.2346 -4.5179
F 5.9151 5.9307 -5.2108
F 4.6586 4.1911 -5.2526
F 3.9537 6.0127 -4.3293
H -1.3753 -4.0171 -5.7481
H -0.0463 -3.1739 -7.5945
H 1.4685 -1.2775 -7.3037
H -3.7826 -2.6485 -2.1122
H -4.6258 -0.6692 -1.0534
H -3.2291 1.7364 0.4137
H -3.0835 2.5621 -1.1079
H -5.6426 0.9764 -0.5183
H -5.3336 2.6150 -0.1082
O 1.4409 -9.5842 1.8724
C 0.8287 -8.5407 1.7755
C 0.3757 -7.8076 2.9904
C 0.6796 -8.3186 4.2460
C 0.2977 -7.6286 5.3839
C -0.3888 -6.4236 5.2732
C -0.7085 -5.9182 4.0246
C -0.3334 -6.6096 2.8794
C -0.6998 -6.0623 1.5437
O -1.3622 -5.0490 1.4491
C -0.2294 -6.7837 0.3299
C -0.5309 -6.2686 -0.9246
C -0.0736 -6.9105 -2.0624
C 0.6878 -8.0702 -1.9517
C 0.9797 -8.5950 -0.7038
C 0.5191 -7.9579 0.4415
H 1.2179 -9.2527 4.3305
H 0.5390 -8.0262 6.3611
H -0.6758 -5.8800 6.1638
H -1.2465 -4.9843 3.9370
H -1.1173 -5.3679 -1.0107
H -0.3075 -6.5041 -3.0374
H 1.0521 -8.5657 -2.8424
H 1.5686 -9.4979 -0.6175
O -1.5770 1.2472 5.7318
C -1.0786 2.3290 5.9674
C -1.5887 3.1758 7.0814
C -2.6321 2.7069 7.8698
C -3.0914 3.4671 8.9318
C -2.5095 4.6993 9.2123
C -1.4804 5.1783 8.4197
C -1.0199 4.4225 7.3490
C 0.0760 4.9593 6.4948
O 0.5330 6.0654 6.6955
C 0.5994 4.1040 5.3951
C 1.6456 4.5711 4.6088
C 2.1637 3.7742 3.6023
C 1.6395 2.5054 3.3765
C 0.5888 2.0403 4.1482
C 0.0606 2.8377 5.1564
H -3.0798 1.7466 7.6537
H -3.9015 3.0985 9.5474
H -2.8622 5.2866 10.0501
H -1.0305 6.1382 8.6333
H 2.0551 5.5558 4.7881
H 2.9801 4.1383 2.9925
H 2.0513 1.8806 2.5993
H 0.1790 1.0551 3.9706
*
```

Orbital gap, eV: 8.73
E, Eh: -10150.8341
HOMO, eV: -9.72
SMILES: O=C1c2cccc(N(C(=O)F)C(=O)F)c2C(=O)c2c1ccc(CC[C@](F)(Br)C(F)(F)Br)c2C(F)(F)C(F)(F)C(F)(F)C(F)(F)C(F)(F)C(F)(F)C(F)(F)C(F)(F)F.O=C1c2ccccc2C(=O)c2ccccc21.O=C1c2ccccc2C(=O)c2ccccc21